14
Properties=species:S:1:pos:R:3 method="wB97M-V/def2-TZVPD" homo_lumo_gap_ev=9.6 spin_multiplicity=1 total_energy_ev=-19644.8355 homo_energy_ha=-0.3292 smiles="N[C@@H](CS)C(=O)O" de_lowest_kcal_mol=17.7
S 1.0381 0.5432 -2.2985
O -1.5785 -0.3448 2.0972
O 0.4912 -1.1924 1.9418
N -1.1916 1.0573 -0.2086
C -0.4250 -0.1248 0.0152
C 0.9867 -0.0687 -0.5443
C -0.4242 -0.5936 1.4483
H 1.4369 -1.0453 -0.5314
H -0.9132 -0.9813 -0.4935
H -1.8947 1.3283 0.4514
H 1.4694 -0.6045 -2.8304
H -1.6503 -0.9874 2.8181
H -0.9260 1.7878 -0.8398
H 1.5998 0.6760 -0.0345